[1]
{
  "formula": "CH5O2P",
  "method": "ωB97M-V with the def2-TZVPD basis set",
  "elements": ["C", "O", "O", "P", "H", "H", "H", "H", "H"],
  "coordinates": [[0.466, 0.482, -0.432], [1.134, 1.369, 0.337], [1.136, -0.350, -1.065], [-1.370, 0.457, -0.464], [-0.349, -0.915, 1.464], [1.990, 1.418, -0.215], [-0.434, -1.551, 2.319], [-1.451, -0.964, -0.153], [-1.123, 0.055, -1.791]],
  "nbo_charge": [0.515, -0.675, -0.601, 0.217, -0.057, 0.501, 0.042, 0.032, 0.024],
  "e_above_lowest_kj_mol": 285.77,
  "e_homo_ev": -10.025,
  "orbital_gap_ev": 10.41
}



[2]
{
  "formula": "CH4NOS",
  "method": "ωB97M-V with the def2-TZVPD basis set",
  "elements": ["C", "N", "O", "S", "H", "H", "H", "H"],
  "coordinates": [[-0.631, 0.924, 0.944], [0.682, -1.610, -2.004], [0.087, -0.702, -1.401], [2.141, -2.164, -1.500], [-0.775, 1.965, 0.748], [-1.194, 0.567, 1.855], [0.400, 0.758, 1.197], [-0.711, 0.262, 0.161]],
  "nbo_charge": [-0.859, -0.167, -0.450, -0.372, 0.191, 0.181, 0.215, 0.261],
  "e_above_lowest_kj_mol": 0.00,
  "e_homo_ev": [-1.532, -3.094],
  "orbital_gap_ev": [5.80, 7.22],
  "spin_multiplicity": 3,
  "s2": 2.013,
  "total_charge": -1
}



[3]
{
  "formula": "C5H8O3",
  "method": "ωB97M-V with the def2-TZVPD basis set",
  "elements": ["C", "C", "C", "C", "C", "H", "H", "H", "H", "H", "H", "H", "H", "O", "O", "O"],
  "coordinates": [[-1.668, 0.039, -0.572], [-0.430, -0.781, -0.631], [1.766, -0.533, -0.216], [1.024, 0.209, 0.999], [-0.245, 0.564, 0.096], [-2.390, -0.506, 1.184], [-2.020, 0.775, -1.237], [-0.517, -1.545, 0.237], [2.612, -0.065, -0.671], [1.940, -1.502, 0.354], [1.374, 1.304, 1.326], [0.803, -0.484, 2.002], [-0.553, 2.225, -0.780], [-2.786, -0.377, 0.031], [0.815, -0.876, -1.280], [0.274, 1.553, -0.843]],
  "nbo_charge": [0.160, -0.002, -0.104, -0.456, 0.096, 0.477, 0.206, 0.148, 0.217, 0.177, 0.248, 0.223, 0.477, -0.653, -0.492, -0.723],
  "e_above_lowest_kj_mol": 732.85,
  "e_homo_ev": -8.604,
  "orbital_gap_ev": 8.76
}



[4]
{
  "formula": "C20H18F24N7O16S8",
  "method": "ωB97M-V with the def2-TZVPD basis set",
  "elements": ["N", "H", "H", "H", "H", "C", "N", "C", "C", "C", "C", "C", "C", "C", "C", "N", "C", "C", "C", "H", "H", "H", "H", "H", "H", "H", "H", "H", "H", "H", "H", "H", "H", "C", "F", "F", "F", "S", "O", "O", "N", "S", "O", "O", "C", "F", "F", "F", "C", "F", "F", "F", "S", "O", "O", "N", "S", "O", "O", "C", "F", "F", "F", "C", "F", "F", "F", "S", "O", "O", "N", "S", "O", "O", "C", "F", "F", "F", "C", "F", "F", "F", "S", "O", "O", "N", "S", "O", "O", "C", "F", "F", "F"],
  "coordinates": [[-0.639, -1.553, 0.220], [-1.081, -1.720, -0.685], [-1.111, -2.248, 0.837], [-0.817, -0.583, 0.490], [0.384, -1.749, 0.227], [4.552, 10.080, 0.463], [4.383, 8.567, 0.535], [3.306, 8.050, -0.042], [3.132, 6.679, -0.004], [4.084, 5.821, 0.582], [5.290, 6.428, 0.998], [5.417, 7.809, 0.948], [3.766, 4.376, 0.743], [4.059, 3.722, 1.949], [3.490, 2.494, 2.201], [2.809, 1.859, 1.181], [2.612, 2.455, 0.010], [3.064, 3.739, -0.250], [2.252, 0.527, 1.434], [4.981, 10.431, 1.398], [3.621, 10.622, 0.319], [5.154, 10.166, -0.439], [2.622, 8.697, -0.571], [2.197, 6.299, -0.395], [6.004, 5.733, 1.418], [6.227, 8.440, 1.285], [4.703, 4.096, 2.733], [3.603, 1.922, 3.109], [2.053, 1.890, -0.727], [2.891, 4.166, -1.226], [3.003, -0.035, 1.991], [2.199, -0.049, 0.509], [1.306, 0.540, 1.972], [-4.666, -3.940, -5.239], [-4.795, -2.629, -5.434], [-5.889, -4.456, -5.132], [-4.017, -4.556, -6.218], [-3.729, -4.149, -3.583], [-3.592, -5.577, -3.331], [-2.481, -3.458, -3.748], [-4.908, -3.430, -2.625], [-4.259, -2.131, -2.116], [-3.154, -2.279, -1.184], [-4.092, -1.104, -3.137], [-5.586, -1.398, -0.942], [-4.965, -0.476, -0.184], [-6.548, -0.809, -1.621], [-5.999, -2.391, -0.133], [-4.474, -4.035, 2.642], [-4.728, -2.784, 2.318], [-4.470, -4.264, 3.951], [-5.329, -4.857, 2.057], [-2.682, -4.458, 2.040], [-2.149, -3.202, 1.484], [-2.067, -5.007, 3.221], [-2.944, -5.568, 0.760], [-1.571, -5.501, 0.058], [-1.454, -4.710, -1.150], [-0.386, -5.355, 0.906], [-1.385, -7.340, -0.528], [-2.260, -7.552, -1.506], [-0.151, -7.592, -0.989], [-1.551, -8.173, 0.498], [-2.671, 2.490, -1.729], [-3.614, 1.678, -1.260], [-2.632, 2.282, -3.036], [-3.132, 3.722, -1.508], [-0.925, 2.191, -0.956], [-0.159, 1.491, -1.979], [-0.410, 3.500, -0.656], [-1.089, 1.122, 0.345], [-1.332, 2.068, 1.529], [-0.086, 2.625, 2.093], [-2.444, 2.971, 1.289], [-2.023, 0.871, 2.839], [-3.152, 0.354, 2.386], [-1.092, -0.061, 2.984], [-2.326, 1.489, 3.973], [2.054, -2.739, 2.731], [0.802, -2.379, 2.464], [2.717, -1.790, 3.357], [2.031, -3.839, 3.485], [2.984, -3.292, 1.141], [4.251, -2.583, 1.204], [2.995, -4.738, 1.124], [1.968, -2.501, 0.012], [2.494, -3.214, -1.303], [3.909, -3.031, -1.628], [2.051, -4.576, -1.429], [1.549, -2.305, -2.700], [2.024, -1.057, -2.864], [1.766, -3.001, -3.814], [0.261, -2.240, -2.439]],
  "mulliken_charge": [2.623, 0.244, 0.690, 0.063, -0.559, -0.964, -0.018, -0.211, -0.811, 0.795, -0.664, -0.192, 0.984, -0.898, -0.453, 0.436, -0.102, -1.146, -1.634, 0.343, 0.327, 0.413, 0.410, 0.567, 0.499, 0.446, 0.368, 0.573, 0.687, 0.622, 0.720, 0.406, 0.351, 0.444, -0.205, -0.229, -0.205, 1.049, -0.635, -0.502, -0.592, 1.174, -0.383, -0.718, 0.440, -0.186, -0.217, -0.231, 0.534, -0.144, -0.236, -0.238, 1.074, -0.893, -0.729, -0.554, 1.016, -0.310, -0.679, 0.294, -0.157, -0.217, -0.242, 0.482, -0.140, -0.201, -0.233, 0.951, -0.672, -0.600, -0.689, 0.659, -0.643, -0.655, 0.703, -0.208, -0.215, -0.243, 0.626, -0.179, -0.267, -0.229, 0.984, -0.677, -0.589, -0.760, 0.856, -0.743, -0.573, 0.454, -0.237, -0.215, -0.189],
  "e_above_lowest_kj_mol": 280.01,
  "e_homo_ev": -5.411,
  "orbital_gap_ev": 2.49,
  "total_charge": -1
}



[5]
{
  "formula": "C24H33FeNO3",
  "method": "ωB97M-V with the def2-TZVPD basis set",
  "elements": ["O", "C", "C", "H", "H", "C", "H", "H", "C", "H", "H", "H", "C", "H", "H", "H", "Fe", "C", "C", "C", "H", "C", "C", "H", "H", "H", "H", "C", "C", "C", "H", "C", "C", "H", "H", "H", "H", "O", "C", "C", "H", "H", "C", "H", "H", "C", "H", "H", "H", "H", "O", "N", "C", "C", "C", "C", "C", "H", "H", "H", "H", "H"],
  "coordinates": [[-1.220, -0.667, -1.804], [-1.596, 0.631, -2.568], [-0.769, 0.243, -3.781], [-1.268, 1.496, -1.990], [-2.683, 0.597, -2.716], [-0.712, -1.160, -3.163], [0.214, 0.727, -3.835], [-1.286, 0.299, -4.743], [0.654, -1.794, -3.068], [1.330, -1.183, -2.450], [1.081, -1.873, -4.080], [0.587, -2.813, -2.652], [-1.762, -2.042, -3.823], [-2.683, -1.457, -3.981], [-2.000, -2.930, -3.213], [-1.375, -2.376, -4.802], [-1.220, -0.965, 0.007], [-2.722, -0.846, 2.278], [-2.712, 0.530, 1.960], [-3.158, 0.673, 0.610], [-2.545, 1.344, 2.661], [-3.407, -0.637, 0.070], [-3.077, -1.595, 1.120], [-3.237, -2.675, 1.070], [-2.541, -1.254, 3.268], [-3.413, 1.611, 0.123], [-3.892, -0.892, -0.871], [0.462, -2.209, 2.360], [-0.577, -2.840, 1.651], [-0.229, -2.879, 0.239], [-1.427, -3.353, 2.096], [1.061, -2.219, 0.128], [1.456, -1.798, 1.427], [2.415, -1.360, 1.695], [0.543, -2.169, 3.440], [-0.738, -3.453, -0.537], [1.704, -2.256, -0.748], [2.489, 1.667, -2.839], [2.864, 1.257, -1.507], [2.050, 2.056, -0.467], [3.949, 1.420, -1.345], [2.683, 0.174, -1.436], [1.416, 3.217, -1.277], [2.716, 2.433, 0.310], [1.270, 1.461, 0.033], [1.846, 2.958, -2.745], [1.831, 4.187, -0.942], [0.310, 3.235, -1.222], [2.557, 3.743, -3.071], [1.000, 2.992, -3.456], [-0.092, 0.792, 1.723], [0.520, 0.862, 2.881], [-0.075, 0.447, 4.040], [0.556, 0.652, 5.260], [1.802, 1.287, 5.300], [2.415, 1.663, 4.107], [1.773, 1.412, 2.910], [-1.052, -0.020, 3.968], [0.049, 0.320, 6.163], [2.298, 1.489, 6.243], [3.390, 2.146, 4.046], [2.176, 1.694, 1.945]],
  "nbo_charge": [-0.690, -0.051, -0.475, 0.219, 0.200, 0.301, 0.241, 0.209, -0.637, 0.243, 0.216, 0.229, -0.633, 0.209, 0.230, 0.217, 1.428, -0.315, -0.237, -0.378, 0.223, -0.489, -0.373, 0.208, 0.211, 0.204, 0.210, -0.301, -0.294, -0.582, 0.204, -0.347, -0.286, 0.208, 0.217, 0.204, 0.189, -0.556, -0.070, -0.470, 0.159, 0.187, -0.433, 0.209, 0.279, -0.069, 0.208, 0.209, 0.158, 0.166, -0.752, -0.039, -0.070, -0.257, -0.419, -0.238, -0.106, 0.210, 0.195, 0.182, 0.194, 0.191],
  "e_above_lowest_kj_mol": 161.40,
  "e_homo_ev": [-0.418, -3.391],
  "orbital_gap_ev": [2.76, 5.73],
  "spin_multiplicity": 6,
  "s2": 8.783,
  "total_charge": -1
}